Entry 1
Molecular formula: C3H9N2S
Method: DFT, the ωB97M-V functional and the def2-TZVPD basis

HOMO-LUMO gap = 7.0406 eV
LUMO = 0.1535 Eh
total charge = -1
E_HOMO = -2.9 eV
spin multiplicity = 1

Each line ends with the Löwdin charge.
Cartesian coordinates (Å):
C  0.1575  -0.2472  -2.6260  -0.242
N  -1.0608  -0.1940  -2.2529  -0.081
H  0.6865  -1.2067  -2.7421  0.039
H  0.7950  0.6510  -2.6915  0.047
H  -0.9969  -0.6846  -1.3023  -0.083
C  0.5371  1.3715  1.2014  -0.417
C  0.8460  -0.0657  1.6232  -0.742
S  0.1185  -1.3458  0.5333  0.230
N  -0.8586  1.7327  0.9958  -0.037
H  1.0539  1.4630  0.2370  0.084
H  1.0458  2.1083  1.8374  0.083
H  0.5141  -0.2883  2.6450  0.021
H  1.9404  -0.1194  1.6822  0.031
H  -1.4153  1.2766  1.7149  0.049
H  -1.1835  1.2622  0.1545  0.018

***

Entry 2
Molecular formula: C3H9N2S
Method: DFT, the ωB97M-V functional and the def2-TZVPD basis

HOMO-LUMO gap = 6.6026 eV
LUMO = 0.1529 Eh
total charge = -1
E_HOMO = -2.4 eV
spin multiplicity = 1

Each line ends with the Löwdin charge.
Cartesian coordinates (Å):
C  1.0601  -2.2977  -1.4538  -0.653
S  0.1386  -0.8883  -0.7041  0.321
H  2.0152  -1.8885  -1.7885  -0.027
H  1.2462  -3.0406  -0.6690  -0.025
H  0.5174  -2.7424  -2.3019  -0.018
C  -1.0202  0.4026  1.8213  -0.200
N  -0.3474  1.5635  1.1674  -0.075
C  -0.4465  1.6415  -0.2438  -0.518
N  0.5060  2.2065  -0.9454  -0.050
H  -1.4041  0.6764  2.8201  0.054
H  -1.8649  0.0749  1.1882  0.054
H  -0.3620  -0.4585  1.8902  0.008
H  0.5865  1.7771  1.4497  0.089
H  -1.4565  1.4400  -0.6257  0.086
H  0.8314  1.5336  -1.6048  -0.046

***

Need the numbers? Relative energies in hartree: entry 1 0.0107; entry 2 0.0000.

***

Entry 1
Molecular formula: C4H7N2O
Method: DFT, the ωB97M-V functional and the def2-TZVPD basis

HOMO-LUMO gap (alpha / beta) = 8.8555 / 8.8159 eV
LUMO (alpha / beta) = -0.2368 / -0.2386 Eh
total charge = +1
E_HOMO (alpha / beta) = -15.3 / -15.3 eV
spin multiplicity = 1

Each line ends with the Löwdin charge.
Cartesian coordinates (Å):
C  -1.0082  1.5856  0.1993  0.085
C  0.3354  1.7478  -0.0389  0.006
C  -1.2974  0.1699  -0.0043  -0.063
C  0.5193  -1.7900  0.0729  0.038
N  -0.0176  -0.4538  0.0263  -0.065
N  0.8480  0.5006  0.0330  0.069
O  2.7517  -0.1475  -0.0996  -0.036
H  -1.5523  2.4890  0.2665  0.129
H  1.0929  2.5879  -0.1284  0.179
H  -2.0095  -0.3227  0.6628  0.176
H  -1.6066  0.0973  -1.0323  0.182
H  -0.2436  -2.6073  0.2668  0.149
H  0.7969  -2.2353  -0.8237  0.091
H  1.3910  -1.6216  0.5996  0.059

***

Entry 2
Molecular formula: C4H7N2O
Method: DFT, the ωB97M-V functional and the def2-TZVPD basis

HOMO-LUMO gap (alpha / beta) = 7.8431 / 7.8360 eV
LUMO (alpha / beta) = -0.1658 / -0.1658 Eh
total charge = +1
E_HOMO (alpha / beta) = -12.4 / -12.3 eV
spin multiplicity = 1

Each line ends with the Löwdin charge.
Cartesian coordinates (Å):
C  -1.8651  -1.0583  0.3721  -0.062
C  -0.6498  -1.2222  -0.3166  -0.082
C  0.4995  -0.7524  0.0292  0.067
C  1.8434  1.3293  -0.0654  -0.013
N  -2.0776  1.3894  -0.2113  0.162
N  1.5629  -0.1038  0.2024  0.060
O  -2.6677  0.4322  -0.0498  -0.034
H  -2.6460  -1.7061  -0.0722  0.129
H  -1.6858  -1.2286  1.4245  0.121
H  -0.5295  -1.5774  -1.2676  0.128
H  1.0289  2.0203  0.4007  0.130
H  1.8597  1.6053  -1.1275  0.091
H  2.9856  1.5219  0.1967  0.144
H  2.3417  -0.6495  0.4848  0.159

***

Entry 3
Molecular formula: C4H7N2O
Method: DFT, the ωB97M-V functional and the def2-TZVPD basis

HOMO-LUMO gap (alpha / beta) = 7.8059 / 7.8097 eV
LUMO (alpha / beta) = -0.2528 / -0.2525 Eh
total charge = +1
E_HOMO (alpha / beta) = -14.7 / -14.7 eV
structure (SMILES) = C=C/C(N=O)=[NH+]/C
spin multiplicity = 1

Each line ends with the Löwdin charge.
Cartesian coordinates (Å):
C  0.6405  2.1569  -0.2993  0.102
C  -0.2798  1.4930  0.4420  -0.024
C  -0.6262  0.0382  0.1500  -0.260
C  0.4935  -2.1248  -0.0939  0.002
N  -1.7894  -0.1818  -0.2738  0.124
N  0.4262  -0.7585  0.3792  0.053
O  -2.9566  -0.1747  -0.2361  0.275
H  1.2859  3.0508  -0.0196  0.123
H  1.0587  1.7761  -1.2162  0.079
H  -0.6940  2.0322  1.2200  0.099
H  -0.1851  -2.7278  0.5324  0.110
H  1.5013  -2.3156  0.1014  0.088
H  -0.0201  -2.1478  -1.0899  0.121
H  1.1453  -0.1163  0.4036  0.107

***

Entry 4
Molecular formula: C4H7N2O
Method: DFT, the ωB97M-V functional and the def2-TZVPD basis

HOMO-LUMO gap = 10.7823 eV
LUMO = -0.1889 Eh
total charge = +1
E_HOMO = -15.9 eV
structure (SMILES) = C[C@H]1OC=NC1=[NH2+]
spin multiplicity = 1

Each line ends with the Löwdin charge.
Cartesian coordinates (Å):
C  0.6529  0.6913  0.1640  -0.208
C  1.8123  -0.9710  -0.2714  -0.057
C  -0.3605  -0.6190  0.5828  -0.134
C  -1.5674  -0.4549  -0.4187  0.021
N  1.9164  0.3289  -0.2921  0.191
N  0.0860  1.8420  0.0331  0.264
O  0.6814  -1.5820  0.2160  -0.007
H  2.5991  -1.7021  -0.4433  0.168
H  -0.4680  -0.6711  1.7522  0.201
H  -2.0884  -1.4706  -0.3661  0.140
H  -1.1043  -0.2415  -1.2854  0.049
H  -2.0990  0.3983  -0.0614  0.076
H  -0.8147  1.8812  0.4828  0.143
H  0.7541  2.5705  -0.0925  0.153

***

Need the numbers? Relative energies in hartree: entry 1 0.2460; entry 2 0.1988; entry 3 0.1529; entry 4 0.0000.

***

Entry 1
Molecular formula: C2H3N3O3
Method: DFT, the ωB97M-V functional and the def2-TZVPD basis

HOMO-LUMO gap = 9.2517 eV
LUMO = 0.0098 Eh
E_HOMO = -9.0 eV
structure (SMILES) = N/N=c1/[nH]oc(=O)o1
spin multiplicity = 1

Each line ends with the Löwdin charge.
Cartesian coordinates (Å):
C  -0.8140  0.5802  -0.0350  -0.315
C  1.3814  -0.4419  0.0962  -0.447
H  -3.3102  -1.1692  -0.1246  0.083
H  -1.4134  -1.5200  -0.4275  0.154
H  0.3441  2.4616  0.5846  0.238
N  -2.2983  -0.9521  0.0377  -0.047
N  -2.0652  0.5292  -0.0895  0.070
N  0.2776  1.5300  -0.1002  0.056
O  1.4852  0.8722  -0.0158  0.049
O  2.2865  -1.1919  -0.1288  0.177
O  -0.0746  -0.7243  0.2277  -0.018

***

Entry 2
Molecular formula: C2H3N3O3
Method: DFT, the ωB97M-V functional and the def2-TZVPD basis

HOMO-LUMO gap = 9.7831 eV
LUMO = -0.0116 Eh
E_HOMO = -10.1 eV
structure (SMILES) = Nn1[nH]oc(=O)c1=O
spin multiplicity = 1

Each line ends with the Löwdin charge.
Cartesian coordinates (Å):
C  -1.7134  0.2495  0.0393  -0.409
C  -0.3755  0.8934  0.0493  -0.298
H  2.4772  0.2640  0.6011  0.130
H  1.7864  0.6035  -0.8586  0.080
H  -0.1183  -2.0074  0.5826  0.127
N  1.7789  -0.0519  -0.1121  0.071
N  0.5161  -0.1534  0.3047  -0.120
N  -0.1663  -1.4107  -0.2272  0.072
O  -1.4432  -1.0574  -0.2217  0.027
O  -2.8014  0.6378  0.0323  0.217
O  0.0595  2.0324  -0.1898  0.101

***

Need the numbers? Relative energies in hartree: entry 1 0.0417; entry 2 0.0000.

***

Entry 1
Molecular formula: C2H3N3O3
Method: DFT, the ωB97M-V functional and the def2-TZVPD basis

HOMO-LUMO gap = 10.0836 eV
LUMO = 0.0189 Eh
E_HOMO = -9.6 eV
structure (SMILES) = ONC1=NOC=NO1
spin multiplicity = 1

Each line ends with the Löwdin charge.
Cartesian coordinates (Å):
C  -0.2951  0.1517  0.3450  -0.401
C  0.4890  -0.9284  -1.8846  -0.178
H  0.5970  0.3252  2.3783  0.106
H  -1.3266  1.6003  1.1244  0.151
H  1.0058  -1.4926  -2.7122  0.161
N  -0.9618  0.6959  1.4386  0.018
N  0.8337  -0.5201  0.4593  0.117
N  -0.4587  -0.0900  -2.0644  0.138
O  -0.0291  1.1104  2.4146  -0.050
O  1.1838  -1.1912  -0.7366  -0.058
O  -1.0381  0.3388  -0.7625  -0.005

***

Entry 2
Molecular formula: C2H3N3O3
Method: DFT, the ωB97M-V functional and the def2-TZVPD basis

HOMO-LUMO gap = 9.4096 eV
LUMO = -0.0268 Eh
E_HOMO = -10.1 eV
structure (SMILES) = [H]/N=c1/c(=O)o[nH]n1O
spin multiplicity = 1

Each line ends with the Löwdin charge.
Cartesian coordinates (Å):
C  -1.5227  -0.0680  -0.0313  -0.427
C  -0.2978  0.7851  0.0782  -0.278
H  2.2795  -0.9062  -0.7512  0.218
H  0.3215  -1.1537  1.1273  0.134
H  0.8138  2.3789  0.0351  0.105
N  0.5175  -0.3117  -0.3357  -0.207
N  0.1330  -1.4903  0.1922  0.058
N  -0.2118  2.0566  0.0084  0.200
O  1.9329  -0.1046  -0.0560  -0.035
O  -1.2593  -1.3703  -0.1479  0.082
O  -2.7066  0.1841  -0.1191  0.150

***

Need the numbers? Relative energies in hartree: entry 1 0.0000; entry 2 0.0147.

***

Entry 1
Molecular formula: C2HF3I2
Method: DFT, the ωB97M-V functional and the def2-TZVPD basis

HOMO-LUMO gap (alpha / beta) = 6.8295 / 6.5494 eV
LUMO (alpha / beta) = -0.1124 / -0.1256 Eh
E_HOMO (alpha / beta) = -9.9 / -10.0 eV
spin multiplicity = 1

Each line ends with the Löwdin charge.
Cartesian coordinates (Å):
C  -0.0561  0.6341  -0.3110  -0.269
C  0.1713  -0.5706  0.2140  -0.600
F  -0.1065  0.9215  -1.5801  0.070
F  0.3374  -1.7611  -0.3414  0.114
F  0.0781  -0.6851  1.5222  0.098
I  -3.4366  0.0010  0.0865  0.136
I  3.0827  0.0086  0.0578  0.326
H  -0.0702  1.4516  0.3520  0.125

***

Entry 2
Molecular formula: C2HF3I2
Method: DFT, the ωB97M-V functional and the def2-TZVPD basis

HOMO-LUMO gap = 9.2412 eV
LUMO = -0.0107 Eh
E_HOMO = -9.5 eV
structure (SMILES) = FC(F)=C(F)I.I
spin multiplicity = 1

Each line ends with the Löwdin charge.
Cartesian coordinates (Å):
C  -1.9506  -1.0246  -1.3958  -0.732
C  -1.8486  -2.3056  -1.8234  -0.516
F  -1.4992  0.1357  -1.8472  -0.187
F  -1.2381  -2.9669  -2.7389  0.159
F  -2.5375  -3.1971  -1.2453  0.145
I  -2.9090  -0.4310  0.4095  0.897
I  1.4145  -0.5583  -2.6718  0.335
H  0.3191  0.0131  -1.2514  -0.100

***

Need the numbers? Relative energies in hartree: entry 1 0.0000; entry 2 0.0155.

***

Entry 1
Molecular formula: C4H10N4O
Method: DFT, the ωB97M-V functional and the def2-TZVPD basis

HOMO-LUMO gap = 9.8911 eV
LUMO = 0.0147 Eh
E_HOMO = -9.5 eV
spin multiplicity = 1

Each line ends with the Löwdin charge.
Cartesian coordinates (Å):
C  -2.4476  0.7842  -1.0207  -0.155
C  -1.0106  -0.6433  0.2314  -0.471
C  -0.8571  -1.0777  1.5985  -0.109
C  1.4967  -0.2982  -0.3624  -0.429
H  -3.0324  0.2427  -1.8067  0.064
H  -3.0453  1.9198  -0.6020  0.148
H  -1.3835  1.2146  -1.1905  0.037
H  -1.8491  -0.3856  2.0727  0.165
H  0.4193  -1.1964  1.9192  0.159
H  -1.1905  -2.2415  1.6277  0.108
H  0.1176  -1.4084  -1.3818  0.211
H  2.8825  1.2171  0.6067  0.196
H  0.3785  1.5641  -0.4874  0.186
H  0.3857  1.6637  1.1883  -0.031
N  -2.2841  -0.2151  0.0911  -0.032
N  0.0585  -0.4362  -0.7853  0.045
N  1.8777  0.7645  0.5063  -0.068
N  1.0286  1.9034  0.5801  0.027
O  2.3079  -1.1620  -0.9217  -0.048

***

Entry 2
Molecular formula: C4H10N4O
Method: DFT, the ωB97M-V functional and the def2-TZVPD basis

HOMO-LUMO gap (alpha / beta) = 7.7707 / 7.7699 eV
LUMO (alpha / beta) = 0.0156 / 0.0155 Eh
E_HOMO (alpha / beta) = -7.3 / -7.3 eV
spin multiplicity = 1

Each line ends with the Löwdin charge.
Cartesian coordinates (Å):
C  -0.4698  -2.0014  0.6866  -0.151
C  -1.1579  -0.2365  -1.5935  -0.003
N  -0.3823  1.5628  -0.1760  0.010
C  1.3013  0.2816  -0.4299  -0.392
C  -0.5432  0.1994  -0.2893  -0.534
N  -0.4782  1.9796  1.0998  0.027
N  2.1218  1.0231  0.3562  0.152
N  -0.3255  -0.5731  0.8187  -0.041
O  1.6873  -0.4933  -1.2659  0.079
H  -0.5683  2.9796  1.1988  0.103
H  -0.5050  1.2651  1.8364  0.091
H  1.7350  1.4787  1.1678  0.080
H  3.0899  0.7526  0.3511  0.115
H  -0.4749  -2.4340  1.6910  0.069
H  0.3482  -2.4383  0.0981  0.078
H  -1.4195  -2.3011  0.2292  0.068
H  -0.4958  -0.9290  -2.1093  0.082
H  -2.1168  -0.7262  -1.4210  0.086
H  -1.3462  0.6103  -2.2486  0.083

***

Need the numbers? Relative energies in hartree: entry 1 0.1344; entry 2 0.0000.

***

Entry 1
Molecular formula: C2H5NS2
Method: DFT, the ωB97M-V functional and the def2-TZVPD basis

HOMO-LUMO gap = 9.2041 eV
LUMO = 0.0154 Eh
E_HOMO = -8.8 eV
structure (SMILES) = CN1S[C@@H]1S
spin multiplicity = 1

Each line ends with the Löwdin charge.
Cartesian coordinates (Å):
C  -0.8017  -0.1865  -0.3720  -0.965
C  1.4782  0.0172  0.4886  -0.142
N  0.0815  0.5345  0.6898  -0.455
S  -0.4565  1.5905  -0.5464  0.790
S  -2.3380  -0.8812  0.2216  0.660
H  -0.3911  -0.7520  -1.1647  0.029
H  1.8486  -0.3869  1.3343  0.040
H  1.7037  -0.6141  -0.3158  0.066
H  2.0549  0.8813  0.4129  0.050
H  -3.1795  -0.2027  -0.7483  -0.073

***

Entry 2
Molecular formula: C2H5NS2
Method: DFT, the ωB97M-V functional and the def2-TZVPD basis

HOMO-LUMO gap = 9.2343 eV
LUMO = 0.0292 Eh
E_HOMO = -8.4 eV
structure (SMILES) = CS/C=N/S
spin multiplicity = 1

Each line ends with the Löwdin charge.
Cartesian coordinates (Å):
C  -0.2940  -1.8371  1.3615  -0.408
C  -0.5720  0.2848  -0.3972  -0.643
H  -0.4597  -1.3401  2.3733  0.065
H  0.7134  -1.6223  1.0787  0.006
H  -0.4482  -2.8844  1.5022  0.016
H  -1.1541  0.9848  -0.9431  0.048
H  2.6462  1.5694  -0.0903  -0.127
N  0.6265  0.4064  -0.0649  -0.462
S  -1.4388  -1.2065  0.0925  0.815
S  1.4083  1.8166  -0.6708  0.691

***

Need the numbers? Relative energies in hartree: entry 1 0.0548; entry 2 0.0000.

***

Entry 1
Molecular formula: C2H5NS2
Method: DFT, the ωB97M-V functional and the def2-TZVPD basis

HOMO-LUMO gap (alpha / beta) = 7.5082 / 7.5097 eV
LUMO (alpha / beta) = -0.0033 / -0.0033 Eh
E_HOMO (alpha / beta) = -7.6 / -7.6 eV
spin multiplicity = 1

Each line ends with the Löwdin charge.
Cartesian coordinates (Å):
C  -0.5484  0.2150  1.2257  -0.831
C  1.2435  -1.1499  0.1430  0.007
N  0.6031  -0.2790  0.8376  -0.676
S  1.0871  0.9892  1.8577  0.762
S  -1.8335  -0.6195  2.1127  0.744
H  1.1284  1.7478  -0.4161  -0.035
H  0.7390  2.0771  -0.9770  0.056
H  2.3097  -1.0048  0.2307  0.079
H  0.5632  -1.7658  -0.4565  0.100
H  -1.4916  -1.8122  1.8641  -0.207

***

Entry 2
Molecular formula: C2H5NS2
Method: DFT, the ωB97M-V functional and the def2-TZVPD basis

HOMO-LUMO gap = 9.3845 eV
LUMO = 0.0211 Eh
E_HOMO = -8.8 eV
structure (SMILES) = CN1S[C@@H]1S
spin multiplicity = 1

Each line ends with the Löwdin charge.
Cartesian coordinates (Å):
C  0.9277  -0.0066  -0.4392  -1.100
C  -1.4535  -0.0172  0.1252  -0.163
N  -0.0818  -0.2739  0.4907  -0.494
S  0.6720  -1.7421  -0.1500  0.796
S  2.4076  0.8488  0.0699  0.693
H  0.6196  0.5066  -1.6015  0.162
H  -2.0917  -0.5380  0.8381  0.081
H  -1.6280  1.0567  0.2030  0.088
H  -1.6936  -0.3493  -0.8906  0.073
H  2.3217  0.5151  1.3544  -0.136

***

Need the numbers? Relative energies in hartree: entry 1 0.1242; entry 2 0.0000.